This record from OMol25 describes C6H15BrCuO4P as an isolated structure in a non-equilibrium geometry. The level of theory is wB97M-V/def2-TZVPD.

⟨S²⟩: 0.752
E_LUMO (alpha / beta), Ha: 0.094 / 0.093
E_tot, Eh: -5094.50842
Max |F|, hartree/bohr: 0.060
ΔE to the lowest compared entry with this formula, charge and spin, kcal/mol: 22.4

Structure (ORCA input):
```
! RIJCOSX wB97M-V def2-TZVPD def2/J DEFGRID3
* xyz -1 2
O 1.3868 -0.9185 0.2030
H -1.4732 2.5250 0.6962
Br 5.4773 1.3778 -0.0275
C -2.2585 1.8537 -1.1298
O -0.1191 -0.6360 -1.8498
H -2.0856 -1.1986 -1.8057
H -2.9613 1.0785 -1.4351
Cu 3.3842 3.1035 -0.8912
H 2.9279 0.1695 0.8495
H -1.0328 -2.4945 -2.5105
H 0.9460 0.6094 2.3675
C -1.7546 1.5536 0.2896
H -2.0687 -2.9877 -0.4830
H 2.2256 -0.0555 3.3907
O -0.7318 0.5292 0.4027
H -2.9840 2.6650 -1.0709
C 2.3437 -0.6628 1.2419
H -1.6775 -1.6189 0.2911
C 1.6145 -0.2401 2.5072
C -1.2047 -2.3303 -0.3859
C -1.1252 -1.7118 -1.7575
H -1.5111 1.9108 -1.9212
H -0.2953 -2.8161 -0.0320
H 3.0109 -1.5215 1.3166
O 1.2187 1.4799 -1.0685
H 0.9018 -1.0454 2.6854
P 0.4984 0.2301 -0.6312
H -2.6527 1.1515 0.7585
*
```